(1)
ORCA calculation (ωB97M-V/def2-TZVPD) on 2 unconnected molecules or ions with the total composition C4H15N4 at a distorted geometry.

Values from the calculation:
**Spin multiplicity**: 2
**Frontier orbital gap (spin up / spin down)**: 8.96 / 4.31 eV
**⟨S²⟩**: 0.76
**HOMO (spin up / spin down)**: -0.6104 / -0.6104 Ha
**Total charge**: +2

Each line ends with the Löwdin spin population.
Geometry (Å):
1 C -1.5223 1.9933 -0.7901  0.0001
2 N -2.1109 0.7869 -1.4309  0.0003
3 C -0.6457 1.4893 0.3440  0.0016
4 N -0.2630 2.6949 1.1600  0.0002
5 H -2.3303 2.5420 -0.3172  0.0001
6 H -0.9755 2.6921 -1.4541  0.0000
7 H -2.7915 1.0538 -2.1202  0.0000
8 H -1.3633 0.3459 -1.9908  0.0000
9 H 0.2351 1.0080 0.0613  0.0016
10 H -1.2288 0.8784 1.0130  -0.0001
11 H 0.4764 2.4716 1.8532  0.0000
12 H 0.0702 3.4799 0.6012  0.0000
13 H -1.1635 3.0236 1.6675  0.0001
14 C 0.5092 -1.3923 0.7979  0.1157
15 N 2.1131 -2.9110 -1.0274  0.1357
16 C 1.7343 -3.3278 0.3299  0.0319
17 N 1.0062 -2.7003 1.2089  0.6301
18 H 0.6550 -0.7616 1.6908  0.0108
19 H -0.5317 -1.3802 0.5438  0.0015
20 H 1.1395 -1.0080 -0.0261  0.0382
21 H 3.0532 -3.0518 -1.0966  0.0023
22 H 1.7233 -3.6268 -1.5847  0.0010
23 H 2.2110 -4.2999 0.5663  0.0290

Cartesian forces (eV/Å) of the 3 atoms listed first:
C -0.4 -1.0 -0.4
N 1.7 0.4 0.0
C -1.4 1.7 0.3

***

(2)
ORCA calculation (ωB97M-V/def2-TZVPD) on 3 unconnected molecules or ions with the total composition C4H15NO2 at a distorted geometry.

Values from the calculation:
**Spin multiplicity**: 2
**Frontier orbital gap (spin up / spin down)**: 2.77 / 9.65 eV
**⟨S²⟩**: 0.75
**HOMO (spin up / spin down)**: 0.0393 / -0.2189 Ha
**Total charge**: -1

Each line ends with the Löwdin spin population.
Geometry (Å):
1 C -0.1117 -1.8405 0.7204  0.1423
2 C -0.1817 -0.3535 1.1436  0.0585
3 C 0.5921 0.7834 0.4079  0.1341
4 N -0.0613 0.9325 -0.9541  0.0206
5 C -0.9456 2.1851 -1.1268  0.0656
6 H 0.1435 -1.7631 -0.3736  0.0287
7 H 0.3479 -2.3244 1.6375  0.0415
8 H -1.1260 -2.3779 0.7520  0.0207
9 H -1.3492 -0.0501 0.9981  0.0018
10 H -0.2938 -0.2725 2.2805  0.0189
11 H 0.4793 1.6521 0.9653  0.0251
12 H 1.6798 0.8212 0.5778  0.0447
13 H 0.6406 1.0675 -1.6397  0.0543
14 H -1.7231 2.2658 -0.3041  0.0037
15 H -0.3127 3.1258 -0.8401  0.0196
16 H -1.3189 2.2654 -2.1334  0.0084
17 H -2.7234 -1.9728 -1.5027  0.0105
18 H -1.8848 -0.9810 -0.7115  0.0033
19 O -2.7296 -1.1067 -1.2459  0.0257
20 H 3.3892 -0.0475 0.0419  0.0510
21 H 3.4628 -1.3910 0.8195  0.0732
22 O 4.0267 -0.6176 0.4875  0.1478

Cartesian forces (eV/Å) of the 3 atoms listed first:
C -1.3 0.5 0.8
C -4.4 1.2 1.3
C -1.2 -1.5 -0.3

***

(3)
ORCA calculation (ωB97M-V/def2-TZVPD) on 3 unconnected molecules or ions with the total composition C4H15NO2 at a distorted geometry.

Values from the calculation:
**Frontier orbital gap**: 10.12 eV
**HOMO**: -0.3413 Ha
**SMILES**: CCNCC.O.O

Each line ends with the natural charge from an NBO analysis.
Geometry (Å):
1 C 0.5466 0.4839 2.6262  -0.6157
2 C -0.7085 -0.1197 2.0151  -0.2235
3 N -0.4423 -1.1010 0.9666  -0.6445
4 C -1.6453 -1.4582 0.2079  -0.2199
5 C -1.9927 -0.4037 -0.8321  -0.6248
6 H 0.2716 1.4207 3.1249  0.2176
7 H 0.9426 -0.1597 3.4197  0.2089
8 H 1.2610 0.6807 1.8407  0.2000
9 H -1.3780 0.6190 1.6024  0.1886
10 H -1.3283 -0.6062 2.7870  0.1620
11 H -0.0240 -1.9224 1.4002  0.3615
12 H -1.3897 -2.4138 -0.2669  0.2002
13 H -2.4678 -1.6332 0.9093  0.1624
14 H -1.4725 -0.5994 -1.7730  0.2127
15 H -1.6238 0.5747 -0.5206  0.2072
16 H -3.0640 -0.3740 -1.0493  0.2150
17 O 1.6177 2.0167 -3.7144  -0.9407
18 H 1.3653 2.0999 -2.7801  0.4747
19 H 1.3131 1.1251 -3.9355  0.4664
20 O 1.9978 0.2435 -0.7172  -0.9555
21 H 1.1557 0.1316 -0.2508  0.4831
22 H 2.6274 0.3768 0.0074  0.4643

Cartesian forces (eV/Å) of the 3 atoms listed first:
C -0.9 0.1 0.5
C -0.5 -0.8 0.4
N 0.6 0.4 -0.1

***

(4)
ORCA calculation (ωB97M-V/def2-TZVPD) on 3 unconnected molecules or ions with the total composition C4H15NO2 at a distorted geometry.

Values from the calculation:
**Frontier orbital gap**: 9.42 eV
**HOMO**: -0.3238 Ha
**SMILES**: CCCNC.O.O

Each line ends with the natural charge from an NBO analysis.
Geometry (Å):
1 C 0.0312 -2.1255 1.6307  -0.6081
2 C -0.2727 -0.6501 1.4235  -0.4195
3 C 0.3902 0.0145 0.2085  -0.2245
4 N -0.5575 0.6992 -0.6916  -0.6553
5 C -0.0764 2.0274 -1.1003  -0.4162
6 H 0.9890 -2.1950 2.1308  0.2015
7 H -0.6812 -2.6698 2.2418  0.2131
8 H 0.0503 -2.6636 0.6835  0.2013
9 H -1.3414 -0.4544 1.4034  0.2148
10 H 0.0374 -0.0578 2.2892  0.1973
11 H 1.0469 0.8164 0.5394  0.1817
12 H 1.0078 -0.6923 -0.3479  0.1858
13 H -0.7918 0.1170 -1.4877  0.3643
14 H -0.0245 2.6935 -0.2501  0.1910
15 H 0.8554 1.8839 -1.6522  0.1734
16 H -0.7480 2.4057 -1.8781  0.2026
17 O -3.1398 1.9949 1.1188  -0.9472
18 H -2.4084 2.5933 1.3297  0.4603
19 H -2.7013 1.3742 0.5116  0.4825
20 O 2.4311 -1.4838 -2.7346  -0.9327
21 H 3.2021 -1.3406 -2.1715  0.4664
22 H 2.7014 -2.2870 -3.1972  0.4676

Cartesian forces (eV/Å) of the 3 atoms listed first:
C 0.1 0.1 -0.1
C -0.3 0.6 0.4
C -0.3 0.3 -0.4

***

(5)
ORCA calculation (ωB97M-V/def2-TZVPD) on 3 unconnected molecules or ions with the total composition C4H15NO2 at a distorted geometry.

Values from the calculation:
**Frontier orbital gap**: 10.02 eV
**HOMO**: -0.3377 Ha
**SMILES**: CC(C)CN.O.O

Each line ends with the natural charge from an NBO analysis.
Geometry (Å):
1 C 1.1437 0.9120 -0.6683  -0.6122
2 C 0.9174 2.1356 0.2213  -0.2331
3 C 1.3155 1.8378 1.6574  -0.6071
4 C 1.6661 3.3876 -0.2375  -0.2103
5 N 1.2740 3.9185 -1.5439  -0.8327
6 H 2.2395 0.7864 -0.6284  0.1919
7 H 0.9526 1.0625 -1.7309  0.2060
8 H 0.7073 -0.0139 -0.3061  0.2144
9 H -0.1648 2.3024 0.1494  0.1884
10 H 1.1554 2.7055 2.3018  0.2081
11 H 0.7712 1.0055 2.1052  0.2109
12 H 2.3807 1.6031 1.7457  0.2020
13 H 2.7461 3.2770 -0.2303  0.1931
14 H 1.3279 4.1179 0.4975  0.1838
15 H 1.7910 3.3650 -2.2279  0.3408
16 H 0.3495 3.7795 -1.8990  0.3560
17 O -1.9271 -6.4587 -0.2331  -0.9416
18 H -2.7019 -6.6161 0.3152  0.4710
19 H -1.7450 -7.3148 -0.6322  0.4686
20 O -4.9116 -5.5897 0.4247  -0.9477
21 H -4.9936 -4.8631 -0.1985  0.4802
22 H -4.2940 -5.3401 1.1177  0.4695

Cartesian forces (eV/Å) of the 3 atoms listed first:
C 2.0 0.4 0.0
C -0.4 -1.0 -0.4
C 0.0 0.0 0.4

***

(6)
ORCA calculation (ωB97M-V/def2-TZVPD) on 3 unconnected molecules or ions with the total composition C4H15NO2 at a distorted geometry.

Values from the calculation:
**Frontier orbital gap**: 9.08 eV
**HOMO**: -0.3058 Ha
**SMILES**: CCNCC.O.O

Each line ends with the natural charge from an NBO analysis.
Geometry (Å):
1 C -1.4010 -1.9273 -0.2898  -0.6082
2 C -0.0366 -1.3932 -0.0684  -0.2140
3 N 0.1811 -0.6993 1.1849  -0.6423
4 C 1.5820 -0.5393 1.5569  -0.2384
5 C 1.8666 -0.5224 3.1057  -0.6406
6 H -1.3183 -2.6436 -1.1440  0.2122
7 H -1.7349 -2.4552 0.5848  0.2110
8 H -2.0828 -1.0954 -0.5387  0.2061
9 H 0.0791 -0.6862 -0.8553  0.1425
10 H 0.8173 -2.0413 -0.2101  0.1863
11 H -0.3111 0.1040 1.0933  0.3505
12 H 2.3339 -1.4080 1.3231  0.1996
13 H 1.7402 0.3851 0.9407  0.1840
14 H 2.3539 -1.4507 3.4361  0.2134
15 H 0.9039 -0.4734 3.5634  0.2218
16 H 2.2047 0.5129 3.5299  0.2157
17 O -0.9841 5.0009 -0.3556  -0.9487
18 H -0.3259 5.6571 -0.3616  0.4707
19 H -1.8765 5.3916 -0.1041  0.4781
20 O -0.9206 -0.8179 -4.2756  -0.9671
21 H -0.7354 -1.6994 -4.6064  0.4798
22 H -0.1443 -0.3732 -3.7209  0.4875

Cartesian forces (eV/Å) of the 3 atoms listed first:
C -0.2 -0.9 -0.8
C 1.3 0.7 0.1
N 0.7 -5.0 1.0

***

(7)
ORCA calculation (ωB97M-V/def2-TZVPD) on 3 unconnected molecules or ions with the total composition C4H15NO2 at a distorted geometry.

Values from the calculation:
**Frontier orbital gap**: 9.09 eV
**HOMO**: -0.3171 Ha
**SMILES**: CC[C@H](C)N.O.O

Each line ends with the natural charge from an NBO analysis.
Geometry (Å):
1 C 0.7302 1.7481 1.7941  -0.6129
2 C 0.7047 0.9965 0.4186  -0.4016
3 C 0.4660 -0.4956 0.6973  -0.0428
4 C 1.7527 -1.3622 0.5763  -0.6103
5 N -0.3999 -1.0182 -0.3858  -0.9137
6 H -0.2406 2.1506 2.0375  0.2049
7 H 1.0587 1.1277 2.6475  0.1998
8 H 1.5417 2.4639 1.6931  0.2063
9 H 1.6498 1.2342 -0.0774  0.2057
10 H -0.0895 1.5022 -0.1432  0.2012
11 H -0.0893 -0.7359 1.6197  0.1806
12 H 1.4876 -2.3158 0.1182  0.2043
13 H 2.4456 -0.9709 -0.1553  0.2150
14 H 2.1471 -1.5338 1.5712  0.2121
15 H -1.3434 -0.6735 -0.4685  0.3853
16 H -0.2108 -1.9173 -0.7968  0.3784
17 O 0.1655 -0.5916 -3.2567  -0.9479
18 H -0.1463 -0.2699 -2.3922  0.4804
19 H -0.3478 0.0411 -3.7745  0.4509
20 O -3.6231 -0.0527 -0.2511  -0.9247
21 H -3.7574 -0.1973 -1.1969  0.4639
22 H -3.9017 0.8703 -0.2752  0.4651

Cartesian forces (eV/Å) of the 3 atoms listed first:
C 1.3 -0.6 -0.4
C -0.3 0.7 2.4
C -0.7 -1.4 -2.6

***

(8)
ORCA calculation (ωB97M-V/def2-TZVPD) on 3 unconnected molecules or ions with the total composition C4H15NO2 at a distorted geometry.

Values from the calculation:
**Spin multiplicity**: 2
**Frontier orbital gap (spin up / spin down)**: 11.60 / 7.15 eV
**⟨S²⟩**: 0.75
**HOMO (spin up / spin down)**: -0.5384 / -0.5384 Ha
**Total charge**: +1

Each line ends with the Löwdin spin population.
Geometry (Å):
1 C -0.0267 1.4992 1.3760  0.0054
2 C -0.2123 0.2406 0.5412  0.0743
3 N -0.6465 0.4275 -0.8363  0.6570
4 C -0.0558 1.5547 -1.5805  0.0601
5 C -0.6200 -0.8059 -1.6166  0.0563
6 H -0.2719 2.3995 0.8365  -0.0002
7 H -0.6034 1.4798 2.2941  0.0011
8 H 1.0130 1.6417 1.6749  0.0018
9 H -1.0078 -0.4051 0.9413  0.0171
10 H 0.7183 -0.3160 0.5595  0.0409
11 H 0.1390 1.2423 -2.6033  0.0026
12 H 0.9297 1.7913 -1.1740  0.0214
13 H -0.7109 2.4114 -1.4761  0.0187
14 H -1.3583 -0.7135 -2.4090  0.0100
15 H 0.3872 -1.0741 -1.9117  0.0277
16 H -0.8955 -1.6440 -0.9793  0.0019
17 H 3.7409 -1.5712 0.1391  -0.0001
18 H 3.8224 -0.3812 0.9810  -0.0001
19 O 3.6820 -1.3355 1.0749  0.0022
20 H -2.4365 -2.4477 0.7158  0.0000
21 H -3.2074 -1.7564 1.7971  0.0000
22 O -2.3794 -2.2373 1.6555  0.0020

Cartesian forces (eV/Å) of the 3 atoms listed first:
C 0.4 0.3 0.1
C -1.8 0.6 0.8
N 3.7 -0.4 -0.6

***

(9)
ORCA calculation (ωB97M-V/def2-TZVPD) on a molecular structure, C4H15NO3 at a distorted geometry.

Values from the calculation:
**Frontier orbital gap**: 8.46 eV
**HOMO**: -0.3040 Ha

Each line ends with the natural charge from an NBO analysis.
Geometry (Å):
1 O -2.8449 0.5713 -1.2785  -0.8304
2 H -3.3827 0.8779 -2.0086  0.4978
3 H -3.2909 -0.2158 -0.9659  0.4899
4 O -1.0692 1.3403 -0.7708  -1.0763
5 H -0.7370 0.7455 -0.0984  0.4320
6 H -1.8559 0.9093 -1.1050  0.4206
7 C 2.9672 -0.4955 -0.2488  -0.6152
8 C 1.4807 0.0267 -0.2730  -0.0570
9 C 0.5176 -0.6628 0.7885  -0.0779
10 O -0.7819 -0.2741 0.4816  -0.5123
11 C -1.6808 -0.8188 1.3919  -0.2530
12 N 1.5401 1.4662 -0.1490  -0.8570
13 H 2.9327 -1.5272 -0.5991  0.1981
14 H 3.3700 -0.3638 0.7554  0.2071
15 H 3.6469 0.1201 -0.8380  0.2123
16 H 1.0787 -0.2438 -1.2494  0.1642
17 H 0.8135 -0.2919 1.7698  0.1800
18 H 0.6102 -1.7470 0.7250  0.1739
19 H -2.5930 -0.2428 1.2363  0.1910
20 H -1.4432 -0.7194 2.4510  0.1884
21 H -1.8730 -1.8732 1.1937  0.1748
22 H 2.0423 1.7581 -0.9752  0.3497
23 H 0.5526 1.6608 -0.2334  0.3993

Cartesian forces (eV/Å) of the 3 atoms listed first:
O -10.1 -3.7 -2.4
H -0.2 0.3 -0.4
H -0.1 -0.5 0.2

***

(10)
ORCA calculation (ωB97M-V/def2-TZVPD) on 3 unconnected molecules or ions with the total composition C4H15NO3 at a distorted geometry.

Values from the calculation:
**Frontier orbital gap**: 10.29 eV
**HOMO**: -0.3477 Ha
**SMILES**: CN[C@H](C)CO.O.O

Each line ends with the natural charge from an NBO analysis.
Geometry (Å):
1 C -0.1482 -1.9313 1.4701  -0.4210
2 N 0.4177 -0.6007 1.1744  -0.6482
3 C -0.5398 0.5024 1.1004  -0.0770
4 C -1.4661 0.2646 -0.0967  -0.6273
5 C 0.1993 1.8159 1.1568  -0.0723
6 O -0.7086 2.9283 1.3043  -0.7220
7 H -0.2038 -2.6093 0.6208  0.2006
8 H -1.1520 -1.8853 1.9205  0.1782
9 H 0.4150 -2.3644 2.2962  0.1977
10 H 1.0610 -0.4872 1.9425  0.3608
11 H -1.2129 0.4595 1.9723  0.1655
12 H -2.3196 -0.3440 0.2044  0.2147
13 H -1.0143 -0.3766 -0.8556  0.2304
14 H -1.8484 1.2046 -0.4918  0.2020
15 H 0.8810 1.9638 1.9913  0.1869
16 H 0.7464 1.9824 0.2196  0.1840
17 H -1.3956 2.8709 0.6376  0.4598
18 O 2.5577 0.2499 -0.9472  -0.9480
19 H 3.2407 0.0803 -0.2846  0.4531
20 H 1.8410 -0.1324 -0.4080  0.4817
21 O 0.1838 -1.2640 -4.5975  -0.9362
22 H 0.3951 -1.9032 -5.2819  0.4677
23 H 0.0706 -0.4246 -5.0477  0.4689

Cartesian forces (eV/Å) of the 3 atoms listed first:
C -0.7 0.2 0.6
N 0.4 -0.8 0.1
C -0.4 -1.1 0.8

***

(11)
ORCA calculation (ωB97M-V/def2-TZVPD) on 4 unconnected molecules or ions with the total composition C4H15NO3 at a distorted geometry.

Values from the calculation:
**Frontier orbital gap**: 9.29 eV
**HOMO**: -0.3197 Ha
**SMILES**: C/C=C/NC.O.O.O

Each line ends with the natural charge from an NBO analysis.
Geometry (Å):
1 C 2.4474 1.4690 -0.3909  -0.6485
2 C 1.3514 1.0313 -1.2874  -0.2525
3 C 0.4079 0.2795 -0.7519  0.0101
4 N -0.8907 -0.1269 -1.1092  -0.6757
5 C -1.5358 0.8280 -2.0960  -0.4231
6 H 3.1903 0.7242 -0.1732  0.2218
7 H 3.0275 2.2166 -0.9519  0.2220
8 H 2.1077 1.8002 0.6317  0.2219
9 H 1.3323 1.1587 -2.4040  0.2092
10 H 0.6343 0.0067 0.3135  0.1261
11 H -1.1382 -1.0590 -1.4232  0.3890
12 H -1.6910 0.3476 -3.0546  0.2007
13 H -2.4106 1.2362 -1.5786  0.1822
14 H -0.8653 1.7023 -2.1973  0.2115
15 O 0.8923 -0.7098 2.6968  -0.9578
16 H 0.2540 -1.2168 3.2017  0.4884
17 H 0.5282 -0.0500 2.1056  0.4812
18 O -2.5051 0.6949 1.2868  -0.9490
19 H -2.4776 0.8547 0.3480  0.4787
20 H -2.0294 -0.1028 1.5149  0.4709
21 O 0.1856 -2.9211 0.7408  -0.9546
22 H 0.3501 -2.8737 -0.2051  0.4664
23 H 0.4125 -2.0736 1.1380  0.4810

Cartesian forces (eV/Å) of the 3 atoms listed first:
C 0.9 1.2 0.1
C -0.8 -1.0 -1.5
C -0.2 -1.5 2.4

***

(12)
ORCA calculation (ωB97M-V/def2-TZVPD) on 4 unconnected molecules or ions with the total composition C4H15NO3 at a distorted geometry.

Values from the calculation:
**Frontier orbital gap**: 3.73 eV
**HOMO**: -0.2955 Ha

Each line ends with the natural charge from an NBO analysis.
Geometry (Å):
1 C -3.0624 0.7122 0.7475  0.0513
2 C -2.7612 -0.6361 0.5271  -0.4297
3 N -1.8346 -0.6273 -0.9704  -0.3630
4 C -0.4373 -0.3373 -0.6110  -0.2986
5 C 0.4117 -1.5891 -0.7239  -0.6305
6 H -3.1397 1.1410 1.7399  0.2307
7 H -3.4875 1.2475 -0.0967  0.1980
8 H -3.5776 -1.2910 0.2148  0.3104
9 H -2.2851 0.2622 -1.1625  0.3323
10 H -0.4408 0.0941 0.3914  0.2506
11 H -0.0502 0.4514 -1.2614  0.2671
12 H -0.0466 -2.4821 -0.2977  0.1938
13 H 1.3635 -1.4081 -0.2438  0.2808
14 H 0.6003 -1.7280 -1.7900  0.2072
15 H 1.1242 1.6605 0.0794  0.5168
16 H 0.8563 3.2745 -0.1732  0.4598
17 O 0.8552 2.4073 -0.5573  -1.0490
18 H 2.9238 -0.4244 0.6217  0.5055
19 H 4.2764 -1.2701 0.8181  0.4501
20 O 3.7297 -0.8268 0.1707  -1.0109
21 H -2.0843 -1.1922 1.1698  0.2603
22 H 2.0552 0.9316 1.8205  0.4391
23 O 1.6537 0.5099 1.0613  -1.1721

Cartesian forces (eV/Å) of the 3 atoms listed first:
C -1.2 -1.1 -0.1
C 1.6 -1.3 -1.1
N -1.3 1.5 2.2

***

Looking at total energy for the records above, in order, we have -10331.2506, -9972.6750, -9976.1342, -9975.7590, -9976.0155, -9974.0586, -9975.6267, -9967.5144, -12018.4440, -12023.0368, -12021.9525, -12016.7190 eV.